(1)
{
  "formula": "C31H31N5O5RuSSi",
  "method": "the ωB97M-V functional and the def2-TZVPD basis",
  "symbols": ["Ru", "O", "C", "O", "C", "C", "N", "N", "C", "C", "O", "O", "H", "H", "H", "C", "Si", "C", "C", "N", "C", "C", "C", "C", "C", "C", "O", "C", "C", "C", "C", "C", "C", "H", "H", "H", "H", "H", "H", "H", "H", "H", "H", "H", "H", "H", "H", "H", "H", "H", "H", "N", "C", "C", "C", "C", "C", "C", "H", "H", "H", "H", "H", "S", "C", "N", "C", "C", "C", "C", "H", "H", "H", "H", "H"],
  "positions_angstrom": [[0.2403, -0.2813, 0.2372], [3.2746, -3.3879, 4.1738], [3.6388, -3.7011, 2.9443], [4.3834, -4.6227, 2.6987], [3.1041, -2.8492, 1.8446], [3.4521, -3.0107, 0.5179], [2.8167, -2.0635, -0.1795], [2.0712, -1.2785, 0.6072], [2.2175, -1.7552, 1.8353], [1.3089, -1.1713, 2.8796], [1.5305, -1.4382, 4.0740], [0.3668, -0.4819, 2.4081], [2.6423, -2.5979, 4.1879], [4.1150, -3.7223, 0.0571], [2.7877, -1.9323, -1.1785], [-2.3999, 3.6392, -0.1850], [-1.9825, 1.8934, 0.3522], [-3.5209, 1.0270, 0.9342], [-1.4581, 1.7955, 3.0874], [-1.1057, 0.9617, -0.7729], [-1.2972, 0.9706, -2.1284], [-2.5188, 1.3017, -2.7472], [-2.6732, 1.3449, -4.1228], [-1.6059, 1.0493, -4.9630], [-0.3827, 0.7261, -4.3913], [-0.2488, 0.6783, -3.0176], [1.0012, 0.4923, -2.4312], [1.8669, -0.4325, -2.9345], [1.4561, -1.7034, -3.3226], [2.4156, -2.6223, -3.7237], [3.7655, -2.2848, -3.7476], [4.1577, -1.0064, -3.3678], [3.2103, -0.0771, -2.9618], [-2.3426, 4.3006, 0.6831], [-3.4018, 3.7225, -0.6129], [-1.6896, 4.0022, -0.9321], [-4.0320, 1.5510, 1.7458], [-3.2875, 0.0102, 1.2603], [-4.2165, 0.9487, 0.0933], [-2.1547, 2.5668, 3.4473], [-0.6393, 1.6962, 3.7994], [-1.9784, 0.8406, 3.0745], [-3.3729, 1.5037, -2.1100], [-3.6405, 1.5987, -4.5390], [-1.7134, 1.0835, -6.0388], [0.4811, 0.5184, -5.0118], [0.4088, -1.9678, -3.2691], [2.1017, -3.6197, -4.0042], [4.5042, -3.0129, -4.0557], [5.2043, -0.7308, -3.3762], [3.4900, 0.9202, -2.6499], [-0.9223, 2.0735, 1.7610], [0.1406, 2.9887, 1.7167], [1.0005, 3.0283, 0.6084], [2.0569, 3.9209, 0.5558], [2.3040, 4.8004, 1.6032], [1.4622, 4.7697, 2.7038], [0.3934, 3.8852, 2.7625], [0.8312, 2.3589, -0.2275], [2.7019, 3.9148, -0.3152], [3.1391, 5.4879, 1.5637], [1.6314, 5.4452, 3.5343], [-0.2480, 3.8903, 3.6325], [-0.5672, -2.2762, -0.5470], [-1.9329, -2.5847, 0.4831], [-1.6735, -2.9473, 1.8136], [-2.6585, -3.4629, 2.6306], [-3.9505, -3.4490, 2.2328], [-4.2915, -2.9262, 0.9481], [-3.2519, -2.5359, 0.0955], [-0.7070, -2.9934, 2.0860], [-2.3292, -3.8532, 3.5826], [-4.7054, -3.8473, 2.8970], [-5.3213, -2.8799, 0.6245], [-3.4530, -2.1996, -0.9137]],
  "atomic_forces_ev_per_a": [[1.6, 0.4, 0.1], [-0.1, 0.1, 0.0], [0.0, 0.1, -0.2], [0.0, 0.0, 0.1], [0.2, 0.0, 0.0], [0.1, 0.0, 0.1], [0.0, 0.2, 0.0], [-0.6, -0.6, 0.3], [0.0, 0.1, 0.2], [0.5, -0.4, -0.1], [-0.1, 0.1, -0.1], [-0.5, 0.0, -0.6], [0.0, -0.1, 0.0], [0.0, 0.0, 0.0], [0.0, 0.0, -0.1], [0.0, 0.1, -0.3], [0.2, -0.2, 0.3], [-0.1, 0.0, 0.1], [0.0, -0.1, -0.1], [-0.5, 0.3, -0.1], [-0.3, -0.1, 0.1], [-0.1, 0.0, 0.0], [0.1, 0.0, 0.0], [-0.1, 0.0, 0.1], [0.0, 0.0, 0.0], [0.1, 0.1, -0.1], [0.0, 0.0, 0.2], [0.0, 0.1, 0.0], [0.1, 0.0, 0.0], [0.0, 0.0, 0.0], [0.0, 0.0, 0.0], [0.0, 0.0, 0.0], [0.0, -0.1, 0.0], [0.0, 0.0, 0.0], [0.0, 0.0, 0.0], [0.0, 0.0, 0.0], [0.0, 0.0, 0.0], [0.0, 0.0, 0.0], [0.0, 0.0, 0.0], [0.0, 0.0, 0.0], [0.0, 0.0, 0.0], [0.0, 0.0, 0.0], [0.0, 0.0, 0.0], [0.0, 0.0, 0.0], [0.0, 0.0, 0.0], [0.0, 0.0, 0.0], [0.0, 0.0, 0.0], [0.0, 0.0, 0.0], [0.0, 0.0, 0.0], [0.0, 0.0, 0.0], [0.0, 0.0, 0.0], [0.1, 0.4, 0.1], [-0.2, -0.1, 0.0], [0.0, 0.1, -0.1], [0.0, 0.0, 0.0], [0.0, 0.0, 0.0], [0.0, 0.0, 0.0], [0.1, 0.0, 0.0], [0.0, 0.0, 0.0], [0.0, 0.0, 0.0], [0.0, 0.0, 0.0], [0.0, 0.0, 0.0], [0.0, 0.0, 0.0], [-0.1, -0.1, 0.0], [-0.3, 0.0, 0.1], [0.2, -0.1, -0.1], [0.0, 0.0, 0.0], [-0.1, 0.1, -0.1], [-0.1, -0.1, 0.2], [0.2, 0.0, -0.1], [0.0, 0.0, 0.1], [0.0, 0.0, 0.0], [0.0, 0.0, 0.0], [0.0, 0.0, 0.0], [0.0, 0.0, 0.0]],
  "mulliken_charge": [0.56, -0.57, 0.37, -0.64, 0.12, -0.62, 0.40, -0.45, 0.07, 0.74, -0.88, -0.35, 0.46, 0.53, 0.27, -1.23, -0.19, -1.08, -1.95, 1.54, -0.17, -0.39, -0.96, -0.64, -0.66, 0.12, -0.38, 0.12, 0.25, -0.81, -0.60, -0.48, -0.40, 0.35, 0.41, 0.31, 0.37, 0.09, 0.28, 0.37, 0.62, 0.31, 0.25, 0.40, 0.38, 0.45, 0.51, 0.38, 0.41, 0.40, 0.40, 1.19, 0.10, 0.04, -0.94, -0.56, -0.65, -0.43, 0.36, 0.41, 0.37, 0.37, 0.44, -0.41, 0.15, 0.16, -0.52, -0.43, -0.54, -0.47, 0.03, 0.39, 0.37, 0.40, 0.37],
  "homo_energy_ev": [-2.545, -4.120],
  "charge": -1,
  "spin_multiplicity": 2,
  "lumo_energy_ev": [2.46, 2.46],
  "gap_ha": [0.184, 0.242],
  "s2": 0.907,
  "de_lowest_kcal_mol": 4.4
}



(2)
{
  "formula": "C31H31N5OPS4Sc",
  "method": "the ωB97M-V functional and the def2-TZVPD basis",
  "symbols": ["Sc", "N", "N", "C", "N", "S", "H", "H", "H", "H", "H", "C", "C", "C", "C", "C", "C", "P", "C", "C", "C", "C", "C", "C", "C", "C", "C", "C", "C", "C", "H", "H", "H", "H", "H", "H", "H", "H", "H", "H", "H", "H", "H", "H", "S", "C", "S", "S", "C", "N", "N", "C", "O", "C", "C", "C", "C", "C", "C", "C", "C", "C", "H", "H", "H", "H", "H", "H", "H", "H", "H", "H", "H", "H"],
  "positions_angstrom": [[-0.5073, -0.5011, 0.0912], [1.9849, 0.0105, 0.5035], [2.6964, 0.9670, -0.2113], [2.1150, 1.5988, -1.2448], [2.8443, 2.5863, -1.8095], [0.6075, 1.1642, -1.8334], [1.8776, 0.2772, 1.4775], [2.3999, -0.9123, 0.4193], [3.6131, 1.2399, 0.1098], [3.5344, 3.0664, -1.2523], [2.3504, 3.1545, -2.4772], [2.3088, 5.2020, 0.6562], [2.4133, 4.2925, 1.6984], [1.3863, 3.3860, 1.9441], [0.2484, 3.3691, 1.1415], [0.1631, 4.2776, 0.0824], [1.1751, 5.1949, -0.1498], [-1.0875, 2.1310, 1.3057], [-2.5382, 3.1034, 1.8147], [-2.4517, 4.3861, 2.3509], [-3.6006, 5.0540, 2.7515], [-4.8394, 4.4431, 2.6213], [-4.9302, 3.1657, 2.0853], [-3.7867, 2.4972, 1.6758], [-0.6109, 1.1293, 2.7445], [-0.6223, 1.5571, 4.0730], [-0.1722, 0.6977, 5.0604], [0.2772, -0.5740, 4.7101], [0.2558, -0.9902, 3.3851], [-0.2001, -0.1566, 2.3493], [3.0979, 5.9227, 0.4804], [3.2843, 4.3012, 2.3427], [1.4684, 2.6961, 2.7758], [-0.7067, 4.2618, -0.5650], [1.0794, 5.9050, -0.9621], [-1.4861, 4.8663, 2.4551], [-3.5270, 6.0513, 3.1666], [-5.7357, 4.9637, 2.9334], [-5.8947, 2.6872, 1.9758], [-3.8572, 1.5028, 1.2482], [-0.9861, 2.5467, 4.3318], [-0.1766, 1.0066, 6.0984], [0.6255, -1.2467, 5.4860], [0.5776, -2.0041, 3.1596], [-4.5484, -2.0017, -1.7188], [-3.1657, -1.3582, -1.1154], [-2.8679, -1.1468, 0.6019], [-1.8500, -0.7622, -2.1032], [-0.4494, -4.8040, -3.9421], [-0.3063, -4.7771, -2.4887], [0.4637, -3.7409, -1.9786], [-0.0905, -3.2710, -0.8364], [0.4392, -2.3390, -0.1540], [-1.2760, -4.0213, -0.6155], [-1.4057, -4.8686, -1.6683], [-2.5490, -5.7511, -2.0173], [1.7405, -3.4129, -2.5066], [1.9864, -2.0979, -2.8696], [3.2399, -1.7573, -3.3563], [4.2202, -2.7301, -3.5001], [3.9538, -4.0472, -3.1499], [2.7120, -4.3948, -2.6393], [0.5377, -4.7946, -4.3974], [-1.0280, -3.9466, -4.2936], [-0.9460, -5.7306, -4.2155], [-1.9722, -3.8509, 0.1880], [-3.2854, -5.7142, -1.2190], [-2.2276, -6.7834, -2.1626], [-3.0341, -5.4049, -2.9315], [1.2016, -1.3592, -2.7711], [3.4380, -0.7315, -3.6404], [5.1930, -2.4643, -3.8928], [4.7185, -4.8039, -3.2639], [2.4905, -5.4119, -2.3419]],
  "atomic_forces_ev_per_a": [[0.3, 0.6, -0.4], [-0.1, 0.0, 0.0], [0.0, 0.0, 0.0], [-0.1, 0.0, 0.0], [0.0, 0.0, 0.0], [0.1, 0.1, 0.0], [0.0, 0.0, 0.0], [0.0, 0.0, 0.0], [0.0, 0.0, 0.0], [0.0, 0.0, 0.0], [0.0, 0.0, 0.0], [0.0, 0.0, 0.0], [0.0, 0.0, 0.0], [0.0, 0.0, 0.0], [0.0, 0.1, 0.0], [0.0, 0.0, 0.0], [0.0, 0.0, 0.0], [0.1, -0.4, 0.0], [0.0, 0.1, 0.0], [0.0, 0.0, 0.0], [0.0, 0.0, 0.0], [0.0, 0.0, 0.0], [0.0, 0.0, 0.0], [0.0, 0.0, 0.0], [0.0, 0.1, 0.0], [0.0, 0.0, 0.0], [0.0, 0.0, 0.0], [0.0, 0.0, 0.0], [0.0, 0.0, 0.0], [-0.2, -0.1, 0.1], [0.0, 0.0, 0.0], [0.0, 0.0, 0.0], [0.0, 0.0, 0.0], [0.0, 0.0, 0.0], [0.0, 0.0, 0.0], [0.0, 0.0, 0.0], [0.0, 0.0, 0.0], [0.0, 0.0, 0.0], [0.0, 0.0, 0.0], [0.0, 0.0, 0.0], [0.0, 0.0, 0.0], [0.0, 0.0, 0.0], [0.0, 0.0, 0.0], [0.0, 0.0, 0.0], [0.0, -0.2, 0.0], [0.1, 0.3, 0.1], [-0.1, -0.2, 0.1], [-0.1, -0.1, 0.0], [0.0, 0.0, 0.0], [0.0, 0.0, 0.0], [0.0, 0.0, 0.0], [-0.2, -0.1, 0.0], [0.1, -0.1, 0.0], [0.0, 0.1, 0.0], [0.0, 0.0, 0.0], [0.0, 0.0, 0.0], [0.0, 0.0, 0.0], [0.0, 0.0, 0.0], [0.0, 0.0, 0.0], [0.0, 0.0, 0.0], [0.0, 0.0, 0.0], [0.0, 0.0, 0.0], [0.0, 0.0, 0.0], [0.0, 0.0, 0.0], [0.0, 0.0, 0.0], [0.0, 0.0, 0.0], [0.0, 0.0, 0.0], [0.0, 0.0, 0.0], [0.0, 0.0, 0.0], [0.0, 0.0, 0.0], [0.0, 0.0, 0.0], [0.0, 0.0, 0.0], [0.0, 0.0, 0.0], [0.0, 0.0, 0.0]],
  "mulliken_charge": [-0.56, -0.27, -0.42, 0.61, -0.48, -0.34, 0.28, 0.29, 0.23, 0.22, 0.26, -0.56, -0.67, -0.29, 0.37, -0.36, -0.71, 1.29, 0.26, -0.35, -0.67, -0.44, -0.62, -0.50, 0.75, -0.04, -0.62, -0.74, -0.13, -0.85, 0.38, 0.41, 0.37, 0.41, 0.43, 0.41, 0.40, 0.37, 0.42, 0.26, 0.46, 0.39, 0.40, 0.45, -0.28, 0.38, -0.57, -0.42, -1.12, -0.17, 0.96, 0.44, -0.59, -0.80, 0.69, -1.66, -0.34, -0.27, -0.68, -0.45, -0.64, -0.09, 0.37, 0.29, 0.45, 0.61, 0.38, 0.38, 0.37, 0.51, 0.45, 0.40, 0.39, 0.49],
  "homo_energy_ev": -6.674,
  "spin_multiplicity": 1,
  "lumo_energy_ev": -0.05,
  "gap_ha": 0.243,
  "de_lowest_kcal_mol": 0.0
}